Version 1
Molecular formula: C4H7ClO2
Method: DFT, the ωB97M-V functional and the def2-TZVPD basis

gap between HOMO and LUMO (alpha / beta): 0.3426 / 0.3427 Ha
E_HOMO (alpha / beta): -0.324 / -0.324 hartree

Geometry as XYZ:
```
14
Properties=species:S:1:pos:R:3:mulliken_charge:R:1
C 0.3583 -0.0951 0.9844 -0.90
C 0.8442 1.4012 0.7021 -0.26
C -0.6713 -0.4320 -0.0549 0.93
C -0.3483 -1.4684 -1.0877 -1.26
O -0.2051 2.0409 0.0354 -0.20
O -0.3830 1.2625 -1.0362 -0.39
Cl -2.2757 -0.2631 0.4415 -0.15
H 1.2499 -0.6545 0.7942 0.34
H -0.2668 -0.0368 1.9490 0.33
H 0.9773 2.0480 1.5598 0.31
H 1.6854 1.4725 0.0346 0.26
H 0.6168 -1.3530 -1.4282 0.39
H -1.0299 -1.3563 -2.0452 0.29
H -0.5517 -2.5657 -0.8491 0.32
```



Version 2
Molecular formula: C4H7ClO2
Method: DFT, the ωB97M-V functional and the def2-TZVPD basis

gap between HOMO and LUMO: 0.3361 Ha
E_HOMO: -0.305 hartree

Geometry as XYZ:
```
14
Properties=species:S:1:pos:R:3:mulliken_charge:R:1
C -2.1693 -0.6407 0.7159 0.19
C 0.3041 -1.3440 -0.3169 -1.06
C 1.4436 1.5589 0.1227 -0.70
C -0.3120 0.0575 -0.2484 0.43
O -2.4377 -1.7125 0.3859 -0.37
O 0.2655 0.9787 0.5274 -0.34
Cl -0.8037 0.7209 -1.8112 -0.21
H -2.6056 0.1393 1.3861 0.32
H -0.5371 -2.0651 -0.1146 0.28
H 0.8836 -1.5889 0.5506 0.35
H 0.8446 -1.7023 -1.2304 0.30
H 2.4633 1.2923 0.5099 0.24
H 1.3644 2.6003 0.4936 0.25
H 1.2962 1.7056 -0.9706 0.34
```



The least stable of them is version 1.



Version 1
Molecular formula: C62H46ClNO2P3SSiY
Method: DFT, the ωB97M-V functional and the def2-TZVPD basis

gap between HOMO and LUMO: 0.2308 Ha
E_HOMO: -0.249 hartree

Geometry as XYZ:
```
118
Properties=species:S:1:pos:R:3:mulliken_charge:R:1
Y 0.0172 -1.2799 0.7790 -0.21
C -3.8645 5.7979 1.1890 -0.62
C -3.9510 5.0343 2.3423 -0.65
C -3.0622 3.9861 2.5577 -0.49
C -2.0748 3.7001 1.6206 -0.32
C -1.9952 4.4722 0.4603 -0.56
C -2.8811 5.5142 0.2478 -0.84
P -0.9759 2.2519 1.7411 2.62
C -1.1961 1.7099 3.4621 0.52
C -2.2425 0.8153 3.6575 -0.05
C -2.5917 0.3798 4.9324 -0.85
C -1.8695 0.8219 6.0244 -0.73
C -0.8060 1.7052 5.8432 -0.56
C -0.4821 2.1549 4.5783 -0.80
C 0.6718 2.9993 1.5017 -0.40
C 1.0913 4.0988 2.2453 -0.48
C 2.3233 4.6872 2.0068 -1.00
C 3.1204 4.1919 0.9829 -0.68
C 2.6810 3.1285 0.2075 -0.30
C 1.4548 2.5028 0.4446 0.41
Si 0.8364 1.0035 -0.5423 0.44
C 2.2073 0.5005 -1.7956 1.01
C 2.0935 0.7238 -3.1731 -0.74
C 2.9399 0.1139 -4.0894 -0.99
C 3.9391 -0.7471 -3.6517 -0.99
C 4.0841 -0.9771 -2.2943 -0.16
C 3.2306 -0.3718 -1.3758 0.40
P 3.4236 -0.5609 0.4311 0.92
C 5.2184 -0.3603 0.6816 0.34
C 6.1280 -1.4140 0.6566 -0.41
C 7.4847 -1.1735 0.8274 -0.76
C 7.9431 0.1212 1.0225 -0.52
C 7.0400 1.1752 1.0560 -0.62
C 5.6841 0.9360 0.8958 -0.51
C 3.1908 -2.3380 0.8026 -0.26
C 2.7778 -3.2963 -0.1138 0.46
C 2.6441 -4.6333 0.2591 -0.60
C 2.9410 -5.0164 1.5516 -0.82
C 3.3550 -4.0619 2.4826 -0.86
C 3.4663 -2.7364 2.1206 -0.60
C -0.5692 1.7653 -1.6114 -0.12
C -0.2832 2.9597 -2.2832 -0.08
C -1.2283 3.6357 -3.0421 -0.79
C -2.5163 3.1330 -3.1375 -1.13
C -2.8390 1.9629 -2.4695 0.02
C -1.8837 1.2783 -1.7199 -0.01
P -2.4244 -0.2434 -0.8338 1.71
C -4.1087 0.2179 -0.2610 -0.18
C -5.2555 -0.5031 -0.5807 -0.68
C -6.4959 -0.1083 -0.0920 -0.73
C -6.6091 1.0117 0.7160 -0.84
C -5.4718 1.7461 1.0291 -0.89
C -4.2376 1.3487 0.5448 1.08
C -2.7694 -1.4820 -2.1242 0.53
C -3.0331 -2.7829 -1.6987 -0.79
C -3.2711 -3.7965 -2.6155 -0.74
C -3.2202 -3.5226 -3.9751 -0.63
C -2.9363 -2.2342 -4.4073 -0.87
C -2.7159 -1.2170 -3.4874 -0.43
H -4.5582 6.6115 1.0226 0.39
H -4.7102 5.2514 3.0824 0.45
H -3.1423 3.3966 3.4615 0.43
H -1.2389 4.2530 -0.2842 0.39
H -2.8067 6.1030 -0.6573 0.46
H -2.8138 0.4595 2.8005 0.23
H -3.4095 -0.3171 5.0554 0.45
H -2.1182 0.4758 7.0190 0.36
H -0.2262 2.0366 6.6940 0.41
H 0.3631 2.8157 4.4453 0.38
H 0.4395 4.5120 3.0077 0.55
H 2.6471 5.5298 2.6025 0.41
H 4.0784 4.6558 0.7803 0.47
H 3.3039 2.7841 -0.6121 0.78
H 1.3151 1.3757 -3.5468 0.36
H 2.8261 0.3115 -5.1474 0.45
H 4.6040 -1.2224 -4.3609 0.40
H 4.8792 -1.6268 -1.9430 0.48
H 5.7767 -2.4279 0.5099 0.40
H 8.1804 -2.0022 0.8090 0.41
H 8.9996 0.3066 1.1601 0.38
H 7.3892 2.1858 1.2236 0.43
H 4.9758 1.7535 0.9555 0.34
H 2.5752 -3.0072 -1.1387 0.26
H 2.3094 -5.3589 -0.4714 0.55
H 2.8438 -6.0516 1.8503 0.41
H 3.5714 -4.3591 3.5004 0.42
H 3.7618 -1.9982 2.8569 0.46
H 0.7108 3.3863 -2.1976 0.29
H -0.9616 4.5573 -3.5437 0.46
H -3.2725 3.6497 -3.7139 0.43
H -3.8552 1.5906 -2.5299 0.56
H -5.2017 -1.3718 -1.2212 0.37
H -7.3763 -0.6796 -0.3554 0.43
H -7.5762 1.3162 1.0937 0.39
H -5.5350 2.6362 1.6415 0.48
H -3.3674 1.9522 0.7763 -0.19
H -3.0305 -3.0179 -0.6400 0.56
H -3.4699 -4.8008 -2.2666 0.50
H -3.3869 -4.3136 -4.6943 0.41
H -2.8886 -2.0179 -5.4667 0.42
H -2.4856 -0.2180 -3.8382 0.36
Cl -0.1200 -7.1953 -4.2352 -0.24
C -0.2218 -6.0214 -2.9516 -0.11
C -0.7281 -6.4169 -1.7019 -0.64
C -0.8281 -5.5273 -0.6631 -1.19
C -0.4285 -4.1783 -0.8255 1.76
O -0.5094 -3.3537 0.1692 -0.83
C 0.0629 -3.7987 -2.0964 1.54
C 0.3353 -2.4174 -2.3956 -1.38
O 0.1114 -1.4774 -1.6295 0.92
C 0.1702 -4.7280 -3.1471 -1.08
H -1.0397 -7.4441 -1.5635 0.47
H -1.2066 -5.8295 0.3032 0.48
H 0.7102 -2.1832 -3.4059 -0.14
H 0.5395 -4.4045 -4.1122 0.50
S 0.1065 -2.1930 3.3917 -0.51
C 1.0834 -0.8159 3.3969 0.36
N 1.7174 0.1405 3.2209 -0.42
```



Version 2
Molecular formula: C62H46ClNO2P3SSiY
Method: DFT, the ωB97M-V functional and the def2-TZVPD basis

gap between HOMO and LUMO: 0.2338 Ha
E_HOMO: -0.252 hartree

Geometry as XYZ:
```
118
Properties=species:S:1:pos:R:3:mulliken_charge:R:1
Y 0.5792 1.4900 -0.5725 0.97
C -3.1554 0.7967 -3.1560 -1.71
C -3.4843 -0.4606 -2.8625 -0.89
C -3.2387 -1.1912 -1.5953 -0.05
C -2.7503 -0.6976 -0.4542 0.35
C -2.2854 0.7345 -0.3808 -0.50
C -2.4563 1.7217 -2.2021 -0.58
P -2.3018 -1.6893 1.0295 0.75
C -3.8706 -2.4701 1.5614 0.32
C -3.7793 -3.3072 2.6771 -0.26
C -4.9041 -3.9314 3.1910 -0.68
C -6.1476 -3.7108 2.6096 -0.54
C -6.2530 -2.8656 1.5166 -0.78
C -5.1204 -2.2512 0.9919 -0.42
C -1.4079 -3.0835 0.2344 0.56
C -2.0519 -4.2435 -0.1866 -0.55
C -1.3460 -5.2425 -0.8461 -0.99
C 0.0091 -5.0822 -1.0761 -0.90
C 0.6580 -3.9326 -0.6399 -0.17
C -0.0215 -2.9088 0.0282 0.21
Si 0.8778 -1.2965 0.5759 0.29
C 2.7001 -1.7303 0.1119 0.19
C 3.5807 -2.4153 0.9670 -0.24
C 4.8466 -2.7994 0.5542 -0.99
C 5.2720 -2.5252 -0.7416 -0.82
C 4.4346 -1.8436 -1.6027 -0.34
C 3.1661 -1.4327 -1.1826 0.47
P 2.0785 -0.4621 -2.2873 1.64
C 3.2502 0.5179 -3.2918 0.77
C 4.2148 1.2821 -2.6358 -0.69
C 5.0015 2.1800 -3.3385 -0.68
C 4.8323 2.3288 -4.7093 -0.65
C 3.8722 1.5755 -5.3683 -0.75
C 3.0829 0.6745 -4.6634 -0.77
C 1.3246 -1.6680 -3.4125 -0.14
C 2.0510 -2.4532 -4.3042 -0.28
C 1.4041 -3.4090 -5.0704 -0.79
C 0.0294 -3.5888 -4.9490 -0.89
C -0.6992 -2.8050 -4.0679 -0.54
C -0.0524 -1.8440 -3.3026 0.33
C 0.9047 -1.4010 2.4910 0.45
C 0.9287 -2.6137 3.1892 0.01
C 0.9957 -2.6516 4.5743 -0.92
C 1.0470 -1.4697 5.3069 -0.78
C 1.0122 -0.2548 4.6452 -0.99
C 0.9379 -0.2210 3.2508 -0.46
P 0.6871 1.3277 2.3417 2.53
C -0.1607 2.4832 3.4509 0.00
C 0.4896 3.4159 4.2531 -0.23
C -0.2448 4.3039 5.0266 -0.72
C -1.6329 4.2614 5.0090 -0.62
C -2.2889 3.3265 4.2187 -0.56
C -1.5545 2.4459 3.4391 -0.31
C 2.3074 2.0802 1.9824 -1.04
C 2.3774 3.3985 1.5039 0.11
C 3.5630 3.8889 0.9697 -0.71
C 4.6880 3.0769 0.8965 -0.51
C 4.6235 1.7678 1.3526 -0.64
C 3.4405 1.2673 1.8800 -0.29
H -3.3975 1.1975 -4.1323 0.47
H -3.9816 -1.0346 -3.6367 0.48
H -3.4740 -2.2516 -1.6223 0.49
H -1.7703 0.9320 0.5635 -0.60
H -2.0700 2.6194 -2.6754 1.19
H -2.8127 -3.4701 3.1432 0.40
H -4.8138 -4.5834 4.0503 0.41
H -7.0293 -4.1919 3.0125 0.38
H -7.2192 -2.6830 1.0635 0.42
H -5.2181 -1.5973 0.1367 0.36
H -3.1122 -4.3721 0.0000 0.46
H -1.8568 -6.1386 -1.1766 0.40
H 0.5689 -5.8535 -1.5912 0.44
H 1.7204 -3.8362 -0.8287 0.46
H 3.2657 -2.6554 1.9773 0.41
H 5.5032 -3.3210 1.2402 0.42
H 6.2556 -2.8347 -1.0725 0.41
H 4.7792 -1.6022 -2.6011 0.36
H 4.3516 1.1785 -1.5653 0.37
H 5.7454 2.7675 -2.8145 0.44
H 5.4427 3.0338 -5.2588 0.38
H 3.7220 1.6952 -6.4333 0.42
H 2.3169 0.1141 -5.1849 0.49
H 3.1213 -2.3155 -4.4027 0.42
H 1.9705 -4.0163 -5.7648 0.44
H -0.4708 -4.3389 -5.5485 0.39
H -1.7695 -2.9414 -3.9716 0.39
H -0.6161 -1.2266 -2.6135 -0.22
H 0.8793 -3.5448 2.6335 0.50
H 1.0045 -3.6049 5.0892 0.44
H 1.0998 -1.4987 6.3877 0.43
H 1.0167 0.6702 5.2108 0.47
H 1.5720 3.4536 4.2721 0.46
H 0.2679 5.0291 5.6455 0.44
H -2.2039 4.9609 5.6056 0.41
H -3.3704 3.2981 4.1895 0.48
H -2.0692 1.7298 2.8059 0.28
H 1.4981 4.0306 1.5439 0.25
H 3.6019 4.9068 0.6042 0.46
H 5.6079 3.4631 0.4775 0.43
H 5.4917 1.1235 1.2887 0.38
H 3.3971 0.2412 2.2233 0.29
Cl -5.6672 5.9981 1.0675 -0.26
C -4.1786 5.1322 0.7706 0.08
C -2.9688 5.6648 1.1836 -0.77
C -1.8058 4.9537 0.9532 -0.44
C -1.8091 3.7074 0.3131 -0.36
O -0.6723 3.0489 0.1761 0.07
C -3.0480 3.1870 -0.1213 0.15
C -3.1999 1.8754 -0.8517 -0.17
O -1.3785 0.9818 -1.5288 1.27
C -4.2113 3.9125 0.1246 -1.05
H -2.9415 6.6223 1.6867 0.44
H -0.8515 5.3435 1.2867 0.46
H -4.2527 1.6061 -0.9087 0.71
H -5.1665 3.5126 -0.1956 0.45
S -0.2105 2.3443 -5.0527 -0.44
C 0.4485 2.5313 -3.5910 0.51
N 0.9083 2.6531 -2.5126 -0.82
```



The least stable of them is version 2.



Version 1
Molecular formula: ClMg
Method: DFT, the ωB97M-V functional and the def2-TZVPD basis

gap between HOMO and LUMO: 0.3454 Ha
charge: +1
E_HOMO: -0.629 hartree

Geometry as XYZ:
```
2
Properties=species:S:1:pos:R:3:mulliken_charge:R:1
Mg 0.5154 0.6149 -0.4212 1.29
Cl -0.5154 -0.6149 0.4212 -0.29
```



Version 2
Molecular formula: ClMg
Method: DFT, the ωB97M-V functional and the def2-TZVPD basis

gap between HOMO and LUMO: 0.3686 Ha
charge: +1
E_HOMO: -0.645 hartree

Geometry as XYZ:
```
2
Properties=species:S:1:pos:R:3:mulliken_charge:R:1
Mg 9.7869 6.2590 17.4411 1.48
Cl 10.7075 4.8783 17.7698 -0.48
```



The least stable of them is version 2.